C6H6O | wB97M-V/def2-TZVPD

Atoms and positions in Å:
C (-1.257, 1.133, 1.154)
C (-1.101, -0.610, -0.642)
C (-0.536, 0.190, 0.242)
C (0.964, 0.107, 0.242)
C (1.242, -0.895, -0.853)
C (1.814, -1.542, -1.692)
O (-1.861, -1.165, -1.349)
H (-2.327, 1.107, 0.959)
H (-1.080, 0.869, 2.199)
H (-0.892, 2.151, 1.006)
H (1.338, -0.344, 1.167)
H (1.417, 1.083, 0.033)
H (2.280, -2.085, -2.465)

## Properties
maximum force: 2.74 eV/Å
ΔE to the lowest compared entry with this formula, charge and spin: 306.2 kJ/mol
charge: 0
LUMO energy: 0.588 eV
spin multiplicity: 1
gap between HOMO and LUMO: 0.335 hartree

Mulliken population analysis, charges in e, atoms 1 to 6:
1. C -1.270
2. C 0.622
3. C 0.070
4. C -0.320
5. C -0.708
6. C 0.129